[1]
Entry from the OMol25 dataset: a 2-piece molecular cluster, C6H9O overall at a distorted geometry (ωB97M-V/def2-TZVPD).

Geometry as XYZ:
```
16
Properties=species:S:1:pos:R:3:nbo_charge:R:1
O 1.163 2.384 -0.703 -0.577
C 1.764 1.339 -0.481 0.453
C 1.456 0.402 0.655 -0.535
H 2.698 1.108 -1.041 0.089
H 2.410 -0.029 1.003 0.200
H 0.898 0.919 1.449 0.230
C -0.721 -0.634 -0.155 -0.263
C 0.633 -0.639 -0.055 -0.339
H -1.284 0.290 0.010 0.189
H -1.205 -1.334 -0.842 0.204
H 1.170 -1.547 -0.346 0.184
C -2.914 -1.796 2.825 -0.612
C -2.203 -2.183 1.742 -0.567
H -3.263 -0.758 2.955 0.137
H -3.203 -2.464 3.657 0.112
H -1.658 -3.129 1.965 0.093
```

Relative energy (zero: lowest compared OMol25 entry of this formula, charge and spin), kcal/mol: 23.93
Lowest unoccupied orbital energy (spin up / spin down), eV: 3.633 / 3.634
HOMO energy (spin up / spin down), hartree: -0.062 / -0.062
Frontier orbital gap (spin up / spin down), eV: 5.3 / 5.3
Total charge: -1

[2]
Entry from the OMol25 dataset: C17H23AsN2SSe4TeW as an isolated structure (ωB97M-V/def2-TZVPD).

Geometry as XYZ:
```
50
Properties=species:S:1:pos:R:3:nbo_charge:R:1
W -1.978 -0.107 -0.777 0.152
C -4.354 0.165 -0.356 -0.144
C -3.753 1.375 -0.036 -0.216
C -2.643 1.399 0.852 -0.240
C -2.326 0.233 1.606 -0.179
C -2.896 -0.982 1.257 -0.191
C -3.837 -1.041 0.188 -0.307
H -5.153 0.115 -1.079 0.287
H -4.070 2.285 -0.526 0.285
H -2.125 2.324 1.050 0.277
H -1.572 0.284 2.378 0.273
H -2.596 -1.898 1.748 0.275
H -4.240 -1.993 -0.125 0.300
Se -3.006 -0.529 -3.029 -0.011
Se -3.865 -2.703 -2.917 -0.104
Te -1.616 -3.786 -2.788 0.355
Se -0.682 -2.112 -1.114 -0.052
C 2.751 1.491 2.218 -0.415
N 2.128 0.173 2.233 -0.342
C 1.164 -0.283 1.423 0.294
Se 0.390 0.768 0.049 0.029
N 0.863 -1.536 1.791 -0.528
C 1.670 -1.923 2.861 0.085
C 1.760 -3.109 3.578 -0.205
C 2.695 -3.136 4.595 -0.177
C 3.505 -2.026 4.885 -0.174
C 3.413 -0.850 4.166 -0.236
C 2.474 -0.830 3.143 0.164
H 2.326 2.084 1.415 0.235
H 3.822 1.378 2.059 0.236
H 2.573 1.987 3.170 0.235
H 0.239 -2.133 1.265 0.446
H 1.139 -3.965 3.355 0.238
H 2.807 -4.035 5.183 0.244
H 4.221 -2.095 5.691 0.244
H 4.041 0.000 4.390 0.243
C -0.517 2.441 -5.163 -0.955
As 0.124 1.776 -3.489 1.523
C 1.601 2.874 -2.966 -0.960
C 0.760 -0.006 -3.710 -0.976
S -1.592 1.986 -2.170 -0.419
H 0.305 2.449 -5.878 0.264
H -0.893 3.452 -5.012 0.269
H -1.321 1.797 -5.513 0.270
H 2.265 2.947 -3.827 0.265
H 2.118 2.415 -2.127 0.261
H 1.234 3.862 -2.693 0.270
H 1.507 0.012 -4.504 0.271
H -0.070 -0.659 -3.977 0.272
H 1.211 -0.333 -2.775 0.264
```

Relative energy (zero: lowest compared OMol25 entry of this formula, charge and spin), kcal/mol: 2.43
Lowest unoccupied orbital energy (spin up / spin down), eV: -7.388 / -7.390
HOMO energy (spin up / spin down), hartree: -0.480 / -0.480
Frontier orbital gap (spin up / spin down), eV: 5.7 / 5.7
Total charge: +2

[3]
Entry from the OMol25 dataset: C2H4O3S2 as an isolated structure at a distorted geometry (ωB97M-V/def2-TZVPD).

Geometry as XYZ:
```
11
Properties=species:S:1:pos:R:3:nbo_charge:R:1
C 0.043 -0.321 -0.453 -0.003
C -1.221 -1.218 -0.242 -0.621
O 2.521 1.413 0.370 -0.895
O 0.733 2.394 1.622 -0.895
O 0.474 0.112 0.957 -0.703
S -0.053 1.437 -1.141 -0.015
S 1.137 1.472 0.614 2.245
H 0.783 -0.892 -0.978 0.207
H -0.838 -2.144 0.186 0.229
H -1.540 -1.388 -1.219 0.217
H -2.040 -0.867 0.284 0.233
```

Relative energy (zero: lowest compared OMol25 entry of this formula, charge and spin), kcal/mol: 31.19
Lowest unoccupied orbital energy, eV: -0.362
HOMO energy, hartree: -0.380
Frontier orbital gap, eV: 10.0
Total charge: 0

[4]
Entry from the OMol25 dataset: C9H10N2O2S in the gas phase at a distorted geometry (ωB97M-V/def2-TZVPD).

Geometry as XYZ:
```
24
Properties=species:S:1:pos:R:3:nbo_charge:R:1
C 1.325 0.272 1.924 -0.615
C 1.156 0.744 0.540 -0.362
C 1.968 2.029 0.427 0.255
N 2.745 2.841 0.520 -0.271
C -0.234 0.920 -0.025 0.203
C -0.664 2.174 -0.393 -0.228
C -1.996 2.359 -0.681 -0.150
C -2.819 1.256 -0.626 -0.257
C -2.216 0.038 -0.368 0.063
N -0.967 -0.128 -0.071 -0.452
S 2.253 -0.228 -0.618 2.190
C 1.378 -1.784 -0.927 -0.875
O 2.184 0.580 -1.803 -0.948
O 3.500 -0.477 -0.027 -0.923
H 0.843 -0.648 2.137 0.230
H 2.444 0.200 2.023 0.255
H 0.917 0.874 2.588 0.223
H 0.138 2.947 -0.255 0.246
H -2.530 3.277 -0.914 0.227
H -3.832 1.538 -0.811 0.231
H -2.770 -0.934 -0.426 0.196
H 1.227 -2.147 -1.946 0.263
H 1.812 -2.498 -0.323 0.236
H 0.495 -1.467 -0.453 0.263
```

SMILES: C[C@](C#N)(c1ccccn1)S(C)(=O)=O
Relative energy (zero: lowest compared OMol25 entry of this formula, charge and spin), kcal/mol: 79.31
Lowest unoccupied orbital energy, eV: 0.373
HOMO energy, hartree: -0.372
Frontier orbital gap, eV: 10.5
Total charge: 0

[5]
Entry from the OMol25 dataset: C22H23N4PdS2 as an isolated structure (ωB97M-V/def2-TZVPD).

Geometry as XYZ:
```
52
Properties=species:S:1:pos:R:3:nbo_charge:R:1
Pd -0.676 -0.460 0.331 0.602
C -0.976 1.152 5.922 -0.739
S -1.196 -0.618 5.627 0.212
C -1.044 -0.618 3.848 -0.131
S 0.642 -0.631 3.396 0.201
N -2.136 -0.617 3.188 -0.304
N -2.132 -0.622 1.836 -0.380
C -3.373 -0.699 1.347 -0.020
C -3.582 -0.709 -0.032 0.081
C -4.885 -0.817 -0.589 -0.230
C -5.053 -0.838 -1.941 -0.196
C -3.914 -0.757 -2.765 -0.342
C -2.678 -0.651 -2.165 0.079
N -2.473 -0.618 -0.844 -0.515
H -0.983 1.304 7.001 0.213
H -1.790 1.717 5.472 0.215
H -0.022 1.487 5.518 0.223
H -4.202 -0.763 2.041 0.188
H -5.729 -0.885 0.086 0.205
H -6.043 -0.922 -2.371 0.201
H -3.984 -0.770 -3.843 0.211
H -1.797 -0.594 -2.781 0.203
C 4.367 0.459 0.510 -0.585
C 3.579 -0.116 1.700 -0.181
C 3.796 0.794 2.920 -0.595
C 4.099 -1.526 2.014 -0.589
C 2.148 -0.192 1.348 0.050
C 0.890 -0.347 1.614 -0.453
H 5.429 0.537 0.759 0.192
H 3.996 1.451 0.251 0.210
H 4.258 -0.181 -0.366 0.213
H 4.863 0.855 3.153 0.192
H 3.271 0.411 3.794 0.219
H 3.426 1.801 2.717 0.209
H 5.170 -1.496 2.237 0.191
H 3.937 -2.190 1.164 0.211
H 3.575 -1.942 2.875 0.215
C 0.775 -0.169 -1.149 -0.714
C 0.385 0.231 -2.506 0.009
C 0.525 -0.632 -3.605 -0.198
C 0.120 -0.266 -4.873 -0.172
C -0.437 0.995 -5.088 -0.249
C -0.568 1.882 -4.013 -0.170
C -0.161 1.502 -2.754 -0.178
C -0.865 1.381 -6.395 0.306
N -1.202 1.690 -7.453 -0.372
H 1.397 0.617 -0.719 0.219
H 1.361 -1.092 -1.171 0.198
H 0.947 -1.617 -3.442 0.204
H 0.229 -0.952 -5.704 0.214
H -0.999 2.860 -4.179 0.215
H -0.290 2.179 -1.917 0.212
```

Relative energy (zero: lowest compared OMol25 entry of this formula, charge and spin), kcal/mol: 0.00
Lowest unoccupied orbital energy (spin up / spin down), eV: 2.685 / 2.540
<S²>: 2.044
HOMO energy (spin up / spin down), hartree: -0.104 / -0.168
Spin multiplicity: 3
Frontier orbital gap (spin up / spin down), eV: 5.5 / 7.1
Total charge: -1

[6]
Entry from the OMol25 dataset: a 15-piece molecular cluster, C45H116N4O15 overall at a distorted geometry (ωB97M-V/def2-TZVPD).

Geometry as XYZ:
```
180
Properties=species:S:1:pos:R:3:mulliken_charge:R:1
C 5.960 10.053 -0.467 -0.487
O 4.751 10.061 0.364 -0.506
H 5.879 9.336 -1.285 0.234
H 6.028 11.014 -0.976 0.241
H 6.862 9.999 0.143 0.227
H 3.953 9.948 -0.157 0.291
C 9.311 1.405 2.503 -0.471
O 8.605 1.843 3.698 -0.514
H 9.755 2.273 2.017 0.233
H 10.020 0.631 2.797 0.228
H 8.708 0.904 1.746 0.236
H 8.418 1.159 4.346 0.288
C 2.802 7.673 -5.744 -0.541
O 1.422 7.791 -5.366 -0.478
H 3.190 6.656 -5.682 0.263
H 2.986 8.026 -6.759 0.250
H 3.434 8.291 -5.106 0.207
H 1.091 6.893 -5.443 0.300
C 8.065 2.079 -6.651 -0.461
O 7.428 2.970 -7.594 -0.508
H 7.765 1.049 -6.844 0.226
H 9.139 2.235 -6.752 0.240
H 7.892 2.458 -5.643 0.206
H 7.742 2.803 -8.485 0.297
C 0.553 12.265 -2.607 -0.542
O 0.898 10.936 -2.235 -0.500
H -0.221 12.224 -3.373 0.256
H -0.021 12.782 -1.839 0.232
H 1.445 12.853 -2.823 0.247
H 1.113 10.380 -2.987 0.305
C -3.959 7.608 -0.170 -0.533
O -4.787 8.504 0.544 -0.489
H -3.879 7.935 -1.207 0.236
H -2.929 7.372 0.101 0.254
H -4.460 6.640 -0.157 0.230
H -4.973 8.096 1.393 0.299
C -5.990 5.133 4.962 -0.576
O -5.725 6.535 4.914 -0.467
H -5.832 4.642 4.002 0.221
H -5.363 4.577 5.659 0.246
H -7.014 4.868 5.226 0.270
H -6.396 6.827 5.536 0.309
C -3.217 -0.842 7.810 -0.453
O -3.967 -1.808 8.530 -0.503
H -3.994 -0.321 7.250 0.198
H -2.553 -0.189 8.376 0.233
H -2.613 -1.356 7.063 0.220
H -4.704 -2.048 7.964 0.305
C -1.493 3.759 -6.946 -0.605
O -0.401 4.422 -7.625 -0.488
H -2.281 4.512 -6.963 0.233
H -1.968 3.021 -7.592 0.313
H -1.411 3.394 -5.922 0.247
H 0.123 3.729 -8.034 0.302
O 9.034 5.884 -1.323 -0.642
H 9.685 5.744 -2.011 0.319
H 9.489 6.412 -0.666 0.322
O 4.917 7.293 4.434 -0.640
H 5.002 6.369 4.196 0.321
H 4.653 7.726 3.622 0.320
C 8.839 -6.789 5.100 -1.895
C 8.697 -6.588 3.595 1.409
C 7.871 -7.820 3.216 -1.202
C 7.257 -7.696 1.778 -0.738
C 6.367 -6.412 1.687 -1.064
C 7.226 -5.146 2.106 1.406
N 7.941 -5.389 3.390 0.276
O 8.606 -4.281 3.818 -0.488
C 8.183 -4.701 0.981 -1.716
C 6.287 -3.942 2.361 -1.957
C 10.061 -6.662 2.809 -1.585
H 8.012 -7.078 5.748 0.366
H 9.355 -5.956 5.578 0.461
H 9.467 -7.658 5.300 0.417
H 8.602 -8.624 3.144 0.465
H 7.022 -7.938 3.889 0.416
H 6.759 -8.614 1.465 0.402
H 8.096 -7.644 1.085 0.303
H 5.458 -6.365 2.287 0.402
H 6.029 -6.462 0.652 0.380
H 8.735 -5.465 0.434 0.303
H 7.538 -4.133 0.310 0.498
H 8.900 -3.982 1.377 0.376
H 5.525 -3.695 1.622 0.420
H 5.625 -4.178 3.194 0.452
H 6.939 -3.114 2.642 0.433
H 10.718 -5.835 3.078 0.341
H 9.885 -6.693 1.734 0.334
H 10.592 -7.603 2.953 0.417
H 8.331 -4.182 4.733 0.368
C -11.674 -0.097 -1.534 -1.999
C -10.305 -0.176 -2.258 1.393
C -10.689 -0.595 -3.688 -1.120
C -9.551 -0.486 -4.657 -0.764
C -9.052 0.969 -4.764 -1.157
C -8.644 1.574 -3.418 1.688
N -9.700 1.209 -2.338 0.222
O -9.449 1.738 -1.149 -0.475
C -7.259 0.999 -3.017 -1.861
C -8.567 3.066 -3.598 -1.929
C -9.403 -1.254 -1.478 -1.488
H -12.268 -1.006 -1.632 0.384
H -12.268 0.738 -1.906 0.449
H -11.485 0.099 -0.479 0.426
H -10.826 -1.675 -3.632 0.448
H -11.639 -0.171 -4.016 0.353
H -9.834 -0.947 -5.604 0.382
H -8.815 -1.148 -4.202 0.321
H -9.849 1.504 -5.280 0.421
H -8.179 0.857 -5.408 0.474
H -7.126 1.098 -1.940 0.421
H -7.075 -0.066 -3.165 0.327
H -6.444 1.549 -3.488 0.454
H -7.998 3.362 -4.479 0.387
H -9.540 3.532 -3.441 0.426
H -8.014 3.499 -2.765 0.436
H -9.456 -1.068 -0.405 0.343
H -8.357 -1.207 -1.780 0.319
H -9.625 -2.317 -1.565 0.366
H -10.160 2.366 -1.000 0.354
C 0.521 3.095 2.709 -1.505
C 1.383 1.730 2.408 1.308
C 0.449 0.617 1.863 -1.237
C -0.032 0.835 0.443 -0.805
C 1.245 1.297 -0.419 -1.292
C 2.244 2.279 0.126 1.639
N 2.545 1.991 1.525 0.239
O 3.454 2.889 2.151 -0.431
C 3.555 2.053 -0.670 -1.925
C 1.728 3.734 -0.180 -1.734
C 1.884 1.151 3.763 -1.814
H 1.111 3.952 3.035 0.340
H -0.355 2.858 3.312 0.420
H 0.019 3.318 1.768 0.332
H 0.964 -0.343 1.875 0.406
H -0.362 0.465 2.575 0.540
H -0.792 1.616 0.438 0.342
H -0.502 -0.030 -0.025 0.414
H 0.764 1.684 -1.317 0.341
H 1.754 0.384 -0.728 0.428
H 3.324 2.367 -1.688 0.407
H 4.400 2.638 -0.308 0.430
H 3.939 1.035 -0.597 0.448
H 1.896 4.013 -1.220 0.446
H 0.647 3.745 -0.040 0.405
H 2.241 4.511 0.387 0.280
H 2.155 1.898 4.509 0.350
H 2.749 0.514 3.581 0.410
H 1.042 0.572 4.141 0.425
H 4.181 2.270 2.052 0.393
C -3.677 -6.473 -1.797 -1.702
C -2.794 -7.323 -0.841 1.799
C -2.308 -6.423 0.364 -1.205
C -3.315 -6.044 1.397 -0.699
C -3.973 -7.324 2.029 -1.256
C -4.476 -8.296 0.902 1.188
N -3.513 -8.483 -0.164 0.011
O -3.900 -9.478 -1.089 -0.424
C -4.688 -9.604 1.720 -1.656
C -5.907 -7.755 0.429 -1.448
C -1.543 -7.828 -1.622 -1.827
H -4.484 -5.918 -1.319 0.276
H -4.144 -7.142 -2.519 0.450
H -3.213 -5.675 -2.378 0.397
H -1.621 -6.959 1.020 0.388
H -1.811 -5.513 0.026 0.507
H -4.165 -5.506 0.977 0.290
H -2.889 -5.531 2.259 0.363
H -4.806 -6.971 2.637 0.385
H -3.233 -7.702 2.735 0.445
H -5.346 -10.269 1.161 0.346
H -3.748 -10.031 2.069 0.424
H -5.310 -9.458 2.604 0.391
H -6.413 -8.692 0.198 0.466
H -6.469 -7.304 1.247 0.316
H -5.855 -7.086 -0.430 0.254
H -0.651 -7.215 -1.493 0.341
H -1.636 -8.108 -2.671 0.355
H -1.305 -8.779 -1.146 0.449
H -4.601 -8.976 -1.512 0.374
```

Relative energy (zero: lowest compared OMol25 entry of this formula, charge and spin), kcal/mol: 213.78
Lowest unoccupied orbital energy, eV: 0.103
HOMO energy, hartree: -0.302
Frontier orbital gap, eV: 8.3
Total charge: 0

> The lowest relative energy (zero: lowest compared OMol25 entry of this formula, charge and spin) belongs to which entry?

C22H23N4PdS2